Entry 1:
{"formula": "C53H55GeN5O3Pm", "method": "ωB97M-V with the def2-TZVPD basis set", "symbols": ["Pm", "N", "C", "C", "C", "C", "C", "N", "C", "C", "C", "C", "C", "N", "H", "H", "H", "H", "H", "H", "H", "H", "H", "O", "C", "C", "C", "C", "C", "C", "N", "H", "H", "H", "H", "H", "H", "H", "C", "Ge", "C", "C", "C", "C", "C", "C", "C", "C", "C", "C", "C", "C", "C", "C", "C", "C", "H", "H", "H", "H", "H", "H", "H", "H", "H", "H", "H", "H", "H", "H", "H", "C", "C", "C", "C", "C", "C", "N", "C", "C", "C", "C", "C", "C", "C", "O", "O", "C", "C", "H", "H", "H", "H", "H", "H", "H", "H", "H", "H", "H", "H", "H", "H", "C", "C", "C", "C", "C", "H", "H", "H", "H", "H", "H", "H", "H", "H", "H"], "coordinates": [[1.098, -0.506, -2.393], [3.886, -0.565, -2.192], [3.911, -0.819, -0.757], [5.084, -1.104, -0.107], [5.124, -0.891, 1.264], [3.957, -0.574, 1.916], [2.719, -0.496, 1.187], [2.666, -0.535, -0.171], [4.447, -1.511, -3.112], [5.834, -1.534, -3.261], [6.444, -2.428, -4.166], [5.702, -3.082, -5.072], [4.327, -2.998, -4.938], [3.706, -2.376, -3.875], [4.258, 0.393, -2.422], [5.831, -1.635, -0.710], [6.062, -1.019, 1.839], [3.952, -0.598, 2.993], [1.774, -0.554, 1.748], [6.381, -0.865, -2.539], [7.516, -2.655, -4.142], [6.229, -3.517, -5.941], [3.637, -3.501, -5.650], [1.365, 1.579, -3.201], [0.499, 2.036, -4.346], [-0.207, 0.815, -4.860], [-1.600, 0.923, -5.051], [-2.322, -0.222, -5.407], [-1.686, -1.494, -5.462], [-0.361, -1.482, -5.294], [0.394, -0.414, -4.789], [1.705, 2.351, -2.719], [1.080, 2.550, -5.141], [-0.179, 2.723, -3.833], [-2.133, 1.859, -4.880], [-3.370, -0.227, -5.550], [-2.282, -2.380, -5.755], [0.344, -2.337, -5.550], [3.057, 4.334, 2.567], [1.126, 3.962, 2.694], [0.877, 3.912, 4.675], [-0.049, 4.678, 5.347], [-0.414, 4.382, 6.625], [0.172, 3.306, 7.270], [1.116, 2.511, 6.594], [1.482, 2.800, 5.293], [0.134, 5.685, 2.098], [0.869, 6.863, 2.109], [0.356, 8.090, 1.565], [-0.953, 8.120, 1.089], [-1.787, 6.980, 1.211], [-3.138, 7.055, 0.778], [-3.874, 5.877, 0.617], [-3.345, 4.654, 1.073], [-2.067, 4.582, 1.620], [-1.243, 5.733, 1.655], [3.454, 4.768, 3.488], [3.408, 4.930, 1.737], [3.556, 3.360, 2.456], [-0.407, 5.584, 4.870], [-1.165, 5.028, 7.131], [-0.097, 3.059, 8.276], [1.645, 1.744, 7.212], [2.215, 2.179, 4.785], [1.826, 6.822, 2.604], [1.086, 8.904, 1.404], [-1.453, 9.036, 0.798], [-3.622, 7.977, 0.641], [-4.933, 5.909, 0.306], [-3.901, 3.705, 0.980], [-1.821, 3.620, 2.132], [-4.598, -4.169, 4.975], [-4.130, -4.330, 3.579], [-4.259, -5.572, 2.994], [-3.652, -5.877, 1.782], [-3.109, -4.888, 1.028], [-3.082, -3.586, 1.526], [-2.538, -2.576, 0.718], [-3.291, -1.499, 0.204], [-4.695, -1.502, 0.366], [-5.409, -0.300, 0.193], [-4.738, 0.883, -0.092], [-3.465, 0.782, -0.537], [-2.672, -0.387, -0.450], [-1.369, -0.538, -1.060], [-0.627, -1.609, -0.879], [-0.840, 0.474, -1.637], [-3.544, -3.263, 2.855], [-3.549, -1.852, 3.347], [-5.469, -3.516, 4.988], [-3.791, -3.833, 5.649], [-5.018, -5.098, 5.356], [-4.825, -6.338, 3.530], [-3.411, -6.929, 1.596], [-2.588, -5.058, 0.093], [-1.638, -2.693, 0.301], [-5.177, -2.463, 0.681], [-6.470, -0.283, 0.469], [-5.196, 1.846, -0.101], [-2.907, 1.679, -0.978], [-4.523, -1.429, 3.119], [-2.716, -1.329, 2.879], [-3.513, -1.794, 4.450], [0.542, -4.232, -2.634], [2.092, -4.088, -2.839], [2.450, -5.230, -3.805], [2.784, -4.303, -1.487], [2.271, -2.705, -3.530], [0.360, -5.308, -2.477], [0.095, -3.933, -3.636], [0.169, -3.603, -1.798], [1.672, -5.963, -3.640], [3.416, -5.749, -3.743], [2.334, -4.948, -4.858], [2.832, -5.372, -1.182], [2.268, -3.787, -0.681], [3.842, -3.968, -1.485], [1.780, -2.824, -4.508]], "forces_ev_per_angstrom": [[-0.6, -1.9, -0.1], [-0.6, 0.1, -1.1], [-2.3, 1.3, 0.2], [-0.2, -0.6, -0.6], [0.7, -0.3, 0.5], [-1.4, -0.4, -0.8], [0.7, -0.7, 0.0], [3.1, -0.5, 0.7], [1.0, -0.5, -0.3], [0.5, 0.0, 0.7], [1.6, 1.4, 2.2], [-1.1, -0.2, -1.8], [-1.2, -0.4, 0.0], [0.3, -0.4, -0.3], [-0.4, -1.4, 0.5], [0.2, 0.8, 0.6], [-0.7, 0.0, -0.5], [-0.2, 0.4, 0.1], [0.4, 0.6, -0.5], [-0.3, -0.9, -1.2], [-0.3, 0.7, 0.0], [-0.9, -0.2, 0.7], [0.6, 0.4, 0.9], [0.9, 1.6, -0.9], [0.1, -0.4, 0.1], [-2.6, 1.2, 0.9], [0.6, -0.8, -0.2], [0.0, 0.0, 0.8], [-0.8, 0.3, -0.9], [2.9, -1.6, 0.1], [0.9, -0.1, 0.1], [-0.2, -0.1, -0.1], [0.2, -0.3, 0.8], [-0.2, 0.0, -0.7], [0.3, -0.1, -0.3], [-0.9, 0.4, -0.1], [0.8, 0.6, 0.1], [-1.5, 0.7, 0.5], [1.0, -0.1, 0.5], [-1.3, -0.6, -1.0], [0.7, -0.9, -1.4], [0.4, 0.7, -0.7], [-0.9, 0.3, 1.5], [0.2, -0.4, -0.6], [0.5, -0.1, 1.4], [-0.7, 0.6, 0.7], [0.4, 0.3, 0.8], [-1.3, -0.1, -0.4], [0.0, -0.7, -0.6], [0.9, 0.3, 1.4], [0.0, -0.3, -0.4], [-0.2, -2.7, 0.2], [-0.2, 0.9, 0.6], [0.8, -0.6, -0.1], [-1.3, -0.6, 0.4], [0.8, 0.1, -0.1], [0.1, 0.2, 0.0], [-0.1, 0.3, -0.4], [-0.2, 0.1, 0.0], [-0.3, -0.1, -0.1], [0.6, -0.6, -0.2], [-0.1, -0.1, 0.4], [-0.5, 0.4, -0.8], [-0.1, 0.1, -0.1], [0.4, 0.3, -0.3], [-0.8, -0.1, 0.3], [0.4, 0.1, -0.4], [-0.3, 1.2, -0.5], [0.7, 0.1, 0.0], [0.1, 0.7, 0.2], [0.4, 1.0, -0.8], [-0.6, 0.1, 0.5], [0.3, 0.5, -0.7], [0.1, -0.5, 0.1], [0.1, -1.4, 0.8], [0.9, 1.0, 0.0], [-0.7, 0.5, 1.3], [-1.1, 1.5, -0.7], [0.5, -1.1, 0.4], [-0.3, 0.3, 0.1], [0.0, -1.2, 1.3], [-0.5, -0.4, -0.4], [3.4, 1.2, -1.3], [-1.9, -1.1, 0.4], [1.9, 0.2, 1.4], [-0.7, 1.5, -1.1], [-0.4, -0.4, -0.3], [-0.1, -1.5, -1.5], [0.1, -0.6, 0.8], [0.2, 0.6, 0.3], [-0.5, 0.1, -0.2], [0.4, -0.2, 0.0], [0.5, 0.0, 0.0], [-0.7, 0.3, -0.5], [-0.2, -0.2, -0.1], [0.4, -0.1, -0.2], [0.4, 1.2, -0.3], [0.4, 0.0, -0.3], [-0.5, 0.3, 0.0], [-1.0, -1.3, 0.7], [0.0, 0.5, -0.4], [-0.3, 0.4, 0.2], [0.4, -0.1, -0.5], [0.6, 0.5, -1.1], [-0.1, -0.2, -0.1], [-0.1, -0.5, -0.5], [0.7, -0.2, 0.1], [-0.2, 0.9, 0.5], [-0.4, 0.6, 0.3], [0.0, -0.3, 1.4], [0.0, -0.4, -0.7], [0.2, -0.7, -0.1], [0.0, 0.4, 0.4], [-0.1, 0.1, 0.1], [-0.2, 0.5, -0.4], [-0.1, 0.3, 0.1], [-0.4, 0.0, -0.1], [0.3, 0.2, 0.3]], "e_homo_ev": [-4.3, -4.3], "homo_lumo_gap_ev": [2.3111, 2.3106], "de_lowest_kcal_mol": 96.98, "multiplicity": 6, "s2": 8.777}


Entry 2:
{"formula": "C53H57BF3IKN8O2P", "method": "ωB97M-V with the def2-TZVPD basis set", "symbols": ["K", "C", "C", "N", "N", "C", "B", "N", "C", "C", "C", "N", "N", "C", "C", "C", "N", "N", "C", "C", "C", "N", "H", "H", "H", "H", "H", "H", "H", "H", "H", "H", "H", "H", "C", "C", "C", "C", "C", "C", "C", "C", "C", "C", "C", "C", "C", "C", "C", "C", "C", "H", "H", "H", "H", "H", "H", "H", "H", "H", "H", "H", "H", "H", "H", "H", "H", "H", "H", "H", "H", "H", "H", "H", "H", "H", "H", "H", "H", "H", "I", "C", "C", "C", "C", "C", "C", "C", "C", "C", "P", "C", "C", "C", "C", "C", "C", "C", "C", "C", "C", "C", "C", "C", "H", "H", "H", "H", "H", "H", "H", "H", "H", "H", "H", "H", "H", "H", "H", "H", "F", "C", "F", "F", "C", "O", "O"], "coordinates": [[-0.381, -1.165, 0.698], [5.226, -0.579, -1.858], [4.214, 0.257, -1.350], [3.234, -0.445, -0.809], [3.581, -1.736, -0.943], [4.775, -1.847, -1.579], [2.748, -2.925, -0.395], [2.340, -2.706, 1.097], [2.109, -3.684, 2.002], [1.737, -3.100, 3.189], [1.743, -1.725, 2.903], [2.098, -1.497, 1.646], [1.470, -3.157, -1.250], [1.016, -4.288, -1.829], [-0.214, -4.025, -2.387], [-0.453, -2.683, -2.068], [0.559, -2.164, -1.383], [3.706, -4.141, -0.423], [4.649, -4.407, 0.511], [5.439, -5.429, 0.043], [4.899, -5.722, -1.222], [3.869, -4.941, -1.500], [6.133, -0.298, -2.365], [4.167, 1.338, -1.359], [5.215, -2.806, -1.798], [2.199, -4.725, 1.745], [1.479, -3.594, 4.111], [1.532, -0.891, 3.559], [1.597, -5.190, -1.823], [-0.857, -4.710, -2.913], [-1.315, -2.077, -2.311], [4.703, -3.844, 1.427], [6.277, -5.892, 0.537], [5.217, -6.463, -1.940], [-4.229, 0.043, 1.062], [-4.025, 1.154, 0.273], [-3.152, 2.098, 1.074], [-2.871, 1.453, 2.247], [-3.556, 0.191, 2.289], [-3.727, -0.672, 3.508], [-4.745, 0.045, 4.416], [-2.398, -0.824, 4.259], [-4.264, -2.061, 3.152], [-2.737, 3.543, 0.827], [-1.923, 4.069, 2.021], [-3.991, 4.426, 0.720], [-1.853, 3.724, -0.416], [-4.741, 1.235, -1.073], [-4.120, 2.169, -2.111], [-4.769, -0.168, -1.716], [-6.193, 1.683, -0.816], [-4.809, -0.824, 0.794], [-2.282, 1.841, 3.062], [-4.380, 1.031, 4.713], [-4.923, -0.548, 5.317], [-5.695, 0.175, 3.893], [-1.975, 0.144, 4.535], [-1.674, -1.362, 3.642], [-2.556, -1.398, 5.174], [-5.288, -2.002, 2.774], [-4.271, -2.692, 4.044], [-3.640, -2.532, 2.394], [-2.504, 4.040, 2.945], [-1.643, 5.108, 1.832], [-1.005, 3.494, 2.154], [-4.601, 4.326, 1.621], [-4.609, 4.157, -0.135], [-3.700, 5.474, 0.611], [-1.091, 2.945, -0.467], [-1.342, 4.691, -0.363], [-2.423, 3.705, -1.336], [-3.070, 1.929, -2.280], [-4.211, 3.217, -1.837], [-4.643, 2.039, -3.061], [-3.771, -0.607, -1.727], [-5.126, -0.092, -2.745], [-5.431, -0.853, -1.188], [-6.223, 2.684, -0.381], [-6.686, 1.000, -0.123], [-6.754, 1.700, -1.754], [1.498, 1.900, 0.718], [2.392, 3.716, 0.089], [3.050, 4.287, 1.152], [3.701, 5.526, 1.065], [3.653, 6.208, -0.107], [2.994, 5.661, -1.233], [2.992, 6.442, -2.411], [2.418, 5.982, -3.552], [1.850, 4.701, -3.547], [1.800, 3.892, -2.433], [1.131, 2.184, -2.728], [-0.251, 2.555, -3.916], [-0.630, 1.578, -4.840], [-1.725, 1.764, -5.672], [-2.477, 2.926, -5.592], [-2.130, 3.893, -4.660], [-1.037, 3.705, -3.827], [2.396, 1.526, -3.906], [2.326, 0.152, -4.145], [3.206, -0.471, -5.016], [4.193, 0.269, -5.651], [4.297, 1.627, -5.393], [3.412, 2.251, -4.522], [2.363, 4.368, -1.195], [3.057, 3.765, 2.098], [4.216, 5.924, 1.930], [4.126, 7.177, -0.210], [3.468, 7.415, -2.379], [2.418, 6.570, -4.461], [1.451, 4.325, -4.480], [-0.060, 0.663, -4.921], [-1.986, 0.994, -6.387], [-3.330, 3.073, -6.242], [-2.715, 4.801, -4.576], [-0.789, 4.473, -3.106], [1.598, -0.444, -3.608], [3.135, -1.540, -5.171], [4.899, -0.216, -6.314], [5.076, 2.214, -5.865], [3.539, 3.308, -4.329], [-3.575, -5.116, 0.922], [-2.646, -4.726, 0.012], [-2.170, -5.844, -0.552], [-3.315, -4.054, -0.950], [-1.552, -3.849, 0.709], [-0.477, -4.392, 0.935], [-1.951, -2.688, 0.972]], "forces_ev_per_angstrom": [[0.9, 2.0, 0.2], [0.0, 0.1, -0.1], [0.1, 0.0, 0.0], [-0.1, 0.0, -0.1], [0.1, -0.1, 0.0], [0.0, 0.0, 0.0], [-0.1, 0.3, -0.1], [0.0, -0.2, 0.0], [0.0, 0.1, 0.1], [0.0, 0.0, 0.0], [0.1, -0.2, 0.0], [0.3, 0.2, 0.2], [0.0, -0.3, 0.0], [0.0, 0.1, -0.1], [-0.1, 0.0, 0.0], [0.2, -0.1, -0.1], [0.4, -0.2, -0.6], [-0.2, -0.2, 0.1], [0.0, 0.0, 0.0], [0.0, 0.0, 0.0], [0.0, 0.1, 0.0], [0.0, 0.0, 0.0], [0.0, 0.0, 0.0], [0.0, 0.0, 0.0], [0.0, 0.0, 0.0], [0.0, 0.0, -0.1], [0.0, 0.0, 0.0], [0.0, 0.0, 0.0], [0.0, 0.0, 0.0], [0.0, 0.0, 0.0], [0.0, 0.0, 0.1], [0.0, 0.0, 0.0], [0.0, 0.0, 0.0], [0.0, 0.0, 0.0], [0.1, -0.1, 0.0], [-0.1, 0.0, 0.0], [0.0, 0.0, 0.0], [0.0, 0.0, 0.0], [-0.1, 0.0, 0.0], [0.0, 0.0, 0.1], [0.1, 0.0, 0.0], [0.0, 0.0, -0.1], [0.0, 0.1, 0.0], [0.0, 0.1, 0.0], [0.0, -0.1, 0.0], [0.0, 0.0, 0.0], [0.0, 0.0, 0.0], [-0.1, 0.0, 0.0], [0.0, -0.1, 0.0], [0.0, 0.0, 0.1], [0.0, 0.0, 0.0], [0.0, 0.0, 0.0], [0.0, 0.1, 0.0], [0.0, 0.0, 0.0], [0.0, 0.0, 0.0], [0.0, 0.0, 0.0], [0.0, 0.0, 0.0], [0.0, 0.0, 0.0], [0.0, 0.0, 0.0], [0.0, 0.0, 0.0], [0.0, 0.0, 0.0], [0.0, 0.0, 0.0], [0.0, 0.0, 0.0], [0.0, 0.0, 0.0], [0.0, 0.0, 0.0], [0.0, 0.0, 0.0], [0.0, 0.0, 0.0], [0.0, 0.0, 0.0], [0.0, 0.0, 0.0], [0.0, 0.0, 0.0], [0.1, 0.0, 0.0], [0.0, 0.0, 0.0], [0.0, 0.0, 0.0], [0.0, 0.0, 0.0], [0.0, 0.0, 0.0], [0.0, 0.0, 0.0], [0.0, 0.0, 0.0], [0.0, 0.0, 0.0], [0.0, 0.0, 0.0], [0.0, 0.0, 0.0], [0.2, 0.2, -0.3], [-0.1, 0.0, 0.2], [0.0, 0.0, 0.0], [0.0, 0.0, 0.0], [0.0, 0.0, 0.0], [0.0, -0.1, 0.0], [0.0, 0.0, -0.1], [0.0, 0.0, 0.0], [-0.1, 0.0, 0.1], [0.0, -0.1, -0.1], [0.0, 0.1, -0.1], [0.0, 0.0, 0.1], [0.0, 0.0, 0.0], [0.0, 0.0, 0.0], [0.0, 0.0, 0.0], [0.0, 0.0, 0.0], [0.0, 0.0, 0.0], [0.0, 0.0, 0.1], [0.0, 0.0, 0.1], [0.0, 0.0, 0.0], [0.0, 0.0, 0.0], [0.0, 0.0, 0.0], [0.0, 0.0, -0.1], [0.1, 0.1, 0.1], [0.0, 0.0, 0.0], [0.0, 0.0, 0.0], [0.0, 0.0, 0.0], [0.0, 0.0, 0.0], [0.0, 0.0, 0.0], [-0.1, 0.0, 0.0], [0.0, 0.0, 0.0], [0.0, 0.0, 0.0], [0.0, 0.0, 0.0], [0.0, 0.0, 0.0], [0.0, 0.0, 0.0], [0.0, -0.1, 0.1], [0.0, 0.0, 0.0], [0.0, 0.0, 0.0], [0.0, 0.0, 0.0], [0.0, -0.1, 0.0], [0.0, 0.0, 0.0], [0.0, 0.1, 0.0], [0.0, 0.0, 0.0], [0.0, -0.1, 0.0], [-0.2, -0.4, -0.1], [-0.1, 0.1, 0.0], [-1.5, -1.3, 0.3]], "e_homo_ev": [-5.8, -5.9], "homo_lumo_gap_ev": [7.6384, 6.9588], "charge": -1, "de_lowest_kcal_mol": 34.38, "multiplicity": 2, "s2": 0.767}